Record 1
27
Properties=species:S:1:pos:R:3:lowdin_charge:R:1 method="wB97M-V/def2-TZVPD" max_force_ha_per_bohr=0.0272 lumo_ev="2.86 / 2.85" total_energy_ha=-687.93808 relative_energy_kcal_mol=11.4 total_charge=-1 spin_multiplicity=2 orbital_gap_ev="2.9 / 10.2"
O 0.8380 -3.6652 -1.0120 -0.227
H 0.5372 -4.2374 -0.3061 -0.022
H 0.9397 -4.2467 -1.7655 -0.001
O -1.3503 3.7001 0.7113 -0.093
H -1.1841 2.9674 0.1182 -0.030
H -1.2353 3.3309 1.5869 -0.025
O 2.9682 -1.6492 -0.5844 -0.121
H 2.4842 -2.4663 -0.4650 -0.027
H 2.3386 -1.0547 -0.9923 -0.024
O 0.8457 -0.2466 -0.4678 -0.106
H 0.1776 -0.8559 -0.7819 0.009
H 0.3546 0.5285 -0.1953 0.019
O -0.6620 1.9143 2.4621 -0.060
H -1.1936 1.2593 2.0098 -0.014
H -0.8930 1.8147 3.3857 0.050
O 2.6512 1.4358 1.0690 -0.063
H 2.0744 0.9063 0.5183 -0.021
H 3.4053 0.8713 1.2391 0.025
O -1.4967 -1.9478 -0.8126 -0.208
H -0.8239 -2.6286 -0.8207 -0.023
H -2.3154 -2.4212 -0.6646 0.001
O -1.9255 0.2395 0.7559 -0.109
H -2.8376 0.0834 1.0007 0.047
H -1.7321 -0.4368 0.1068 -0.020
O -0.4980 2.0651 -1.7377 -0.046
H -0.0426 2.4952 -2.4614 0.048
H -1.4247 2.2447 -1.8967 0.043



Record 2
27
Properties=species:S:1:pos:R:3:lowdin_charge:R:1 method="wB97M-V/def2-TZVPD" max_force_ha_per_bohr=0.1728 lumo_ev=0.13 total_energy_ha=-687.80440 relative_energy_kcal_mol=138.9 total_charge=0 orbital_gap_ev=9.5
O -0.0841 0.5781 -0.9311 -0.056
H -0.6971 0.3962 -1.6587 0.033
H -0.6009 1.1425 -0.3555 0.028
O 2.9850 0.1965 -2.2257 -0.074
H 3.9113 0.0836 -2.0776 0.006
H 2.6322 -0.4466 -1.4982 0.048
O -3.4478 3.4560 -1.0290 -0.047
H -3.7899 4.1264 -1.5985 0.017
H -3.3257 2.6780 -1.5808 0.030
O 1.7805 1.9371 2.3796 -0.076
H 1.4707 2.7631 2.7863 0.062
H 1.0716 1.7261 1.8559 -0.001
O -2.3554 -1.6891 -1.1644 -0.060
H -3.2553 -1.8586 -1.4616 0.039
H -2.0147 -2.5117 -0.7677 0.047
O 1.7309 -1.9023 1.4518 -0.075
H 2.4329 -1.3681 0.9731 0.039
H 1.9154 -1.8289 2.4103 0.062
O 0.5829 -1.9404 -1.7527 -0.061
H 0.2449 -2.8366 -1.9851 0.064
H 0.9541 -1.9960 -0.8771 -0.004
O -3.6250 -1.6831 2.4015 -0.043
H -3.2097 -1.5430 1.5912 -0.032
H -4.2244 -0.9043 2.4581 0.060
O 2.5018 1.1475 0.9045 -0.109
H 3.4800 1.3015 1.0044 0.109
H 2.4548 0.2742 0.5068 -0.006



Record 3
27
Properties=species:S:1:pos:R:3:lowdin_charge:R:1 method="wB97M-V/def2-TZVPD" max_force_ha_per_bohr=0.0169 lumo_ev=0.15 total_energy_ha=-687.91642 relative_energy_kcal_mol=68.6 total_charge=0 orbital_gap_ev=10.4
O 0.1073 0.1209 0.7130 -0.061
H 0.3820 -0.7897 0.8685 0.062
H 0.8983 0.5484 0.3657 0.015
O -1.6797 4.5868 0.6544 -0.059
H -1.7191 4.0990 -0.1759 0.027
H -2.3553 4.1717 1.2025 0.036
O 4.4399 -2.5234 2.8232 -0.062
H 4.4499 -1.8474 2.1362 0.031
H 5.0457 -2.1862 3.4927 0.031
O 1.3853 -2.8220 -2.3117 -0.062
H 1.8094 -3.4180 -2.9394 0.030
H 0.6256 -3.3211 -1.9911 0.029
O -1.4017 -0.6372 3.1273 -0.063
H -1.7559 -0.3492 2.2784 0.015
H -2.0413 -0.3121 3.7708 0.033
O -2.0953 -3.4284 0.1778 -0.061
H -2.4761 -4.2262 -0.2063 0.032
H -2.6856 -2.7238 -0.1119 0.031
O -1.4992 0.2175 -1.5714 -0.079
H -2.2353 0.8280 -1.6917 0.026
H -1.2787 0.2975 -0.6365 -0.016
O -0.7085 2.0931 -3.2521 -0.059
H -0.0917 2.5961 -2.7084 0.013
H -0.1553 1.4333 -3.6851 0.047
O 1.5273 2.3174 -0.2659 -0.037
H 1.4031 3.0188 0.3833 0.059
H 1.5771 2.7835 -1.1081 0.043



Record 4
27
Properties=species:S:1:pos:R:3:lowdin_charge:R:1 method="wB97M-V/def2-TZVPD" max_force_ha_per_bohr=0.1949 lumo_ev=-0.14 total_energy_ha=-687.86505 relative_energy_kcal_mol=100.9 total_charge=0 orbital_gap_ev=10.2
O 2.9251 -1.3609 -1.1771 -0.147
H 2.6076 -0.6070 -1.7519 0.002
H 3.1648 -0.9168 -0.2179 0.117
O 0.0977 -2.1244 1.4880 0.007
H 0.4857 -1.2367 1.4832 0.014
H 0.7243 -2.6916 1.3429 -0.035
O 1.6099 0.8665 -2.3457 0.086
H 1.9808 1.4757 -2.8051 -0.014
H 1.4718 0.4530 -3.1398 0.054
O 0.9592 0.3585 1.7756 0.002
H 1.8999 0.3892 1.5698 0.066
H 0.4969 0.6248 1.0386 -0.062
O -0.2549 -2.1491 -1.2734 -0.128
H -0.0285 -2.4782 -0.3148 0.040
H 0.4687 -2.8244 -1.4305 0.055
O -2.6908 1.7490 1.8862 -0.101
H -3.0852 1.7881 2.7906 0.048
H -2.3685 0.8173 1.7925 -0.004
O -0.3256 0.9142 -0.3693 -0.043
H -1.0420 0.3171 -0.5677 0.061
H 0.3712 0.7046 -1.0110 0.033
O -2.4057 -1.0199 1.1478 -0.113
H -1.5952 -1.6101 1.1406 0.019
H -3.2186 -1.6455 1.0180 0.114
O -0.5163 3.6821 -0.5538 -0.088
H -1.2215 3.8016 -1.1935 0.023
H -0.5107 2.7229 -0.3223 -0.003



Record 5
27
Properties=species:S:1:pos:R:3:lowdin_charge:R:1 method="wB97M-V/def2-TZVPD" max_force_ha_per_bohr=0.0495 lumo_ev=-0.16 total_energy_ha=-687.87800 relative_energy_kcal_mol=92.7 total_charge=0 orbital_gap_ev=10.4
O 0.0145 -0.9031 0.1830 -0.089
H 0.9067 -0.6509 -0.0804 0.003
H -0.3944 -1.2071 -0.6352 -0.022
O 3.6015 -2.6555 1.0997 -0.057
H 3.3815 -3.5735 0.9051 0.034
H 4.2920 -2.4397 0.4628 0.029
O -1.4030 1.2199 -1.3328 -0.048
H -1.6819 1.9597 -1.8840 0.041
H -1.9112 1.3277 -0.5209 0.020
O -2.3743 -2.4379 -0.7739 -0.042
H -1.8674 -2.0176 -1.4778 0.033
H -2.5906 -1.7135 -0.1761 0.009
O 1.5101 -1.0865 -1.5218 -0.056
H 2.2639 -1.0269 -2.1196 0.069
H 1.1875 -1.9870 -1.6402 0.076
O -4.3176 -1.6914 1.4409 -0.044
H -4.0450 -0.8723 1.8696 0.042
H -3.4885 -2.1015 1.1701 0.009
O 1.6855 1.6867 3.5524 -0.062
H 1.8931 2.3847 4.1839 0.030
H 2.5383 1.4605 3.1642 0.032
O 2.4411 2.2596 -1.8156 -0.051
H 2.4094 1.3558 -2.1490 0.010
H 1.9450 2.7676 -2.4673 0.037
O -1.9914 3.6388 0.4129 -0.050
H -1.4697 2.8348 0.5146 0.023
H -2.5349 3.4690 -0.3647 0.025



Record 6
27
Properties=species:S:1:pos:R:3:lowdin_charge:R:1 method="wB97M-V/def2-TZVPD" max_force_ha_per_bohr=0.0747 lumo_ev=0.10 total_energy_ha=-687.85464 relative_energy_kcal_mol=107.4 total_charge=0 orbital_gap_ev=10.4
O 0.0995 0.2917 1.1389 -0.081
H -0.4881 -0.4625 0.7783 0.091
H -0.4254 1.0956 1.0494 0.020
O 4.3506 -1.3046 1.1627 -0.060
H 3.4034 -1.3109 1.0239 0.008
H 4.6572 -0.3736 1.1718 0.052
O -4.0657 -2.9347 1.3243 -0.086
H -3.5280 -3.6498 0.9806 0.021
H -4.6979 -3.2521 2.0448 0.079
O 2.0155 -3.3100 2.2588 -0.047
H 2.8369 -3.0931 2.7186 0.037
H 2.2511 -3.1919 1.3497 0.008
O -0.6398 2.7570 -3.5967 -0.088
H -0.6708 3.5990 -3.0042 0.085
H -0.1454 2.1761 -3.0344 -0.024
O 1.9777 1.9363 -2.1762 -0.115
H 2.7055 2.4667 -2.5162 0.050
H 1.4266 2.6843 -1.7535 0.092
O 2.0842 1.6739 -0.1119 -0.135
H 2.1693 1.1134 0.6696 0.017
H 2.9988 1.8189 -0.5055 0.082
O -3.4594 1.6856 1.0708 -0.084
H -3.0198 2.4625 1.4420 0.029
H -2.7265 1.0711 0.7519 0.043
O -2.6994 -1.1864 -1.3543 -0.066
H -2.9676 -2.0162 -1.0159 -0.014
H -3.4423 -0.7460 -1.8672 0.084



Record 7
27
Properties=species:S:1:pos:R:3:lowdin_charge:R:1 method="wB97M-V/def2-TZVPD" max_force_ha_per_bohr=0.2142 lumo_ev=-1.44 total_energy_ha=-687.31887 relative_energy_kcal_mol=443.6 total_charge=0 orbital_gap_ev=6.1
O 18.6017 19.6299 17.9684 -0.079
H 18.1047 20.3456 18.3646 -0.285
H 19.5179 19.8840 18.0790 -0.211
O 16.8224 22.7798 18.0933 0.157
H 16.9093 23.6608 18.4573 0.170
H 17.1820 22.8489 17.2089 0.179
O 14.8196 22.4737 18.6752 -0.060
H 14.4231 22.3786 17.8092 0.039
H 15.7623 22.4425 18.5124 -0.185
O 20.4170 20.2154 18.6809 0.053
H 21.3472 20.4367 18.7254 0.115
H 20.0897 20.3748 19.5662 -0.069
O 18.0431 20.4747 21.3571 -0.063
H 17.2592 20.1469 20.9163 0.038
H 18.6966 20.5482 20.6615 -0.169
O 19.8154 20.9021 20.6624 0.047
H 20.0602 21.2504 21.5197 0.162
H 19.9104 21.6446 20.0658 -0.115
O 16.0514 20.6062 17.3072 -0.028
H 16.8997 20.6793 17.7446 -0.005
H 15.4408 20.3704 18.0056 0.058
O 18.0278 21.3019 18.8069 0.014
H 18.8674 21.7257 18.9847 -0.092
H 17.4227 22.0260 18.6463 -0.166
O 19.6296 22.5367 19.3650 0.140
H 20.1082 23.1942 19.8698 0.180
H 19.6569 22.8591 18.4641 0.176



Record 8
27
Properties=species:S:1:pos:R:3:lowdin_charge:R:1 method="wB97M-V/def2-TZVPD" max_force_ha_per_bohr=0.1497 lumo_ev=-0.71 total_energy_ha=-687.59813 relative_energy_kcal_mol=268.4 total_charge=0 orbital_gap_ev=8.0
O 0.2373 0.0217 -0.1803 0.046
H 0.5229 0.1448 0.7250 -0.075
H -0.3473 0.7604 -0.3500 0.097
O 0.5579 -2.4952 1.1783 -0.036
H 1.4131 -2.7102 0.8058 0.081
H 0.3430 -1.6392 0.8079 0.020
O -0.9918 -1.4354 2.4151 -0.078
H -0.5714 -2.2924 2.3451 0.009
H -0.2727 -0.8083 2.3382 -0.164
O -1.8385 0.9162 -2.4162 -0.077
H -1.6941 -0.0238 -2.5253 -0.024
H -0.9723 1.2703 -2.2151 -0.189
O -0.3765 2.2120 -1.8300 0.034
H -0.6472 2.9231 -2.4107 0.122
H 0.2157 2.6266 -1.2026 0.103
O 0.4627 0.1226 1.9734 0.039
H 1.0678 -0.0351 2.6980 0.166
H -0.0348 0.8957 2.2401 0.162
O 2.1027 1.7355 2.1119 -0.020
H 1.2821 1.4224 1.7313 -0.027
H 2.5569 2.1621 1.3852 0.059
O 0.7203 -0.5853 -2.0862 -0.095
H 0.6067 -0.1747 -1.2290 -0.239
H -0.1391 -0.9532 -2.2918 -0.081
O -1.3526 -1.2397 -1.7098 -0.037
H -1.2280 -2.1159 -1.3452 0.116
H -1.6228 -0.7052 -0.9630 0.088